Here is an isolated ion of composition C7H15N3O and charge +2 from OMol25. Energies are from ωB97M-V with the def2-TZVPD basis set.

Positions of all 26 atoms, in Å:
C: -0.1675 -2.2691 -0.4947
N: -0.3484 -1.2610 0.3697
N: 0.1221 0.0726 0.1990
C: -0.8366 1.2004 0.1943
C: -0.4320 2.2113 -0.8727
N: 1.0356 2.6450 -0.9530
C: 1.8664 1.3832 -1.0653
C: 1.5265 0.3608 0.0492
C: -1.1729 -1.7323 1.5085
C: -1.3489 -3.2519 1.2264
O: -0.7492 -3.3767 -0.1121
H: 0.1106 -2.1393 -1.5206
H: -0.9719 1.5730 1.2311
H: -1.8563 0.8347 -0.1153
H: -0.7624 1.7790 -1.8055
H: -0.9446 3.1975 -0.6202
H: 1.1326 3.3175 -1.7631
H: 1.2308 3.1275 -0.1391
H: 2.9651 1.6569 -0.9770
H: 1.8169 0.9885 -2.1345
H: 2.0094 -0.6029 -0.2455
H: 2.0010 0.7163 0.9688
H: -2.2069 -1.2686 1.5865
H: -0.7969 -1.6175 2.4150
H: -0.7559 -3.8446 1.9930
H: -2.4668 -3.7003 1.0771

The energy above the lowest of the compared OMol25 structures with the same formula, charge and spin comes out at 2.548 eV. The total energy is -514.51731 hartree. For the lowest unoccupied orbital energy, the calculation gives -7.37 eV. The SMILES is C1=[N+](N2CC[NH2+]CC2)CCO1. Its HOMO energy is -16.93 eV. The value obtained for the orbital gap is 9.57 eV. Its net charge is +2.